Entry 1:
ORCA calculation (ωB97M-V/def2-TZVPD) on C25H21BrN4OPS2Se2Ti as an isolated structure at a distorted geometry.

Cartesian coordinates (Å):
Ti -0.85841 -1.55866 1.73768
N 0.06338 1.66793 4.35939
C -0.18696 0.44922 3.81867
S 0.99958 -0.32789 2.80962
N -1.35985 -0.05294 4.12206
N -1.64512 -1.29005 3.47958
C -2.53494 -2.06274 4.16784
C -2.75154 -3.41987 3.88480
C -3.69070 -4.18899 4.66215
C -4.18347 -5.41458 4.26567
C -3.79655 -5.88654 2.99939
C -2.86262 -5.18931 2.19874
C -2.37364 -3.95583 2.62680
O -1.49710 -3.28768 1.88007
H 1.07025 1.82650 4.34012
H -0.54324 1.96177 5.11173
H -2.93342 -1.59054 5.03915
H -4.06871 -3.78066 5.57795
H -4.85410 -5.98674 4.92653
H -4.16250 -6.81524 2.64859
H -2.52980 -5.52995 1.26612
Se 3.80875 1.59556 0.08758
P 2.69888 2.33211 -1.69206
Se 0.71397 3.13617 -1.34601
C 2.76855 1.00201 -2.93647
C 2.66872 1.37635 -4.28968
C 2.80794 0.40284 -5.25166
C 2.72536 -0.93924 -4.90216
C 2.50954 -1.31607 -3.57515
C 2.65879 -0.36424 -2.59533
C 3.69039 3.59008 -2.40591
C 4.72544 3.32739 -3.34206
C 5.36559 4.36466 -3.97523
C 4.89152 5.70807 -3.76959
C 3.90387 5.99104 -2.83503
C 3.32988 4.89973 -2.10319
H 2.55085 2.40545 -4.57498
H 2.95449 0.70677 -6.27821
H 2.69098 -1.62538 -5.73592
H 2.28042 -2.31854 -3.33498
H 2.65004 -0.67957 -1.52248
H 5.04637 2.34119 -3.47412
H 6.31023 4.22041 -4.56460
H 5.29974 6.52379 -4.36023
H 3.47631 7.01924 -2.70074
H 2.63542 5.07435 -1.24152
S -1.92964 2.24502 1.17475
C -2.73686 0.80131 1.05801
C -4.13442 0.68802 1.47879
C -4.92688 -0.23627 0.84535
C -4.32195 -1.22939 0.07363
C -2.93205 -1.23148 -0.14213
N -2.14850 -0.36969 0.58087
H -4.38209 1.30755 2.31828
H -6.01834 -0.16317 0.86994
H -4.91081 -2.00840 -0.42303
H -2.39106 -1.85707 -0.80184
Br 0.37002 -2.28781 -0.23552

Calculated values
electronic energy: -10623.7799 Ha
<S²>: 0.80
ΔE to the lowest compared entry with this formula, charge and spin: 45.31 kcal/mol
2S+1: 2
E_HOMO (spin up / spin down): -1.3 / -1.3 eV
Kohn-Sham gap (spin up / spin down): 0.200 / 0.194 hartree
total charge: -2

---

Entry 2:
ORCA calculation (ωB97M-V/def2-TZVPD) on C20H16BF4N4O6Ti as an isolated structure at a distorted geometry.

Cartesian coordinates (Å):
Ti -0.15070 0.17230 -0.38528
O 0.96442 -2.02484 5.21770
C 0.68830 -1.58211 3.96309
C -0.44066 -2.00316 3.25990
C -0.62548 -1.48162 1.99451
N 0.22770 -0.61574 1.47570
C 1.32057 -0.22049 2.11839
C 1.59660 -0.68706 3.38585
C 2.18477 0.73334 1.28359
O 3.23625 1.14914 1.72121
O 1.63188 0.95412 0.13251
C -1.77229 -1.82804 1.01545
O -2.61063 -2.65458 1.31928
O -1.63492 -1.14317 -0.06584
H 0.26445 -2.61135 5.51571
H -1.15737 -2.70777 3.66113
H 2.48857 -0.36223 3.90067
C -11.10933 3.02802 0.24185
C -9.81742 2.74876 0.95510
C -9.70729 2.88243 2.33446
C -8.52106 2.61631 2.99603
C -7.39443 2.18513 2.29765
N -6.23309 1.89160 3.03124
C -4.87861 1.90379 2.65423
O -4.08676 1.24042 3.29504
N -4.58883 2.65093 1.55905
C -3.37149 2.70411 0.82462
C -3.25589 3.77104 -0.08690
C -2.05335 3.83528 -0.81526
C -1.09299 2.87999 -0.66868
N -1.24351 1.78305 0.17304
C -2.39188 1.76423 0.95712
C -7.49585 2.02786 0.91267
C -8.68779 2.32163 0.26824
H -11.75570 3.67324 0.83820
H -11.66747 2.11266 0.03433
H -10.93734 3.52778 -0.71219
H -10.56375 3.21745 2.90879
H -8.45847 2.75441 4.06831
H -6.34835 1.52646 3.96079
H -5.29768 3.28547 1.24196
H -4.02710 4.52146 -0.18604
H -1.86736 4.65560 -1.49640
H -0.15414 2.93459 -1.20762
H -2.49238 0.95271 1.65974
H -6.66026 1.65426 0.34209
H -8.73171 2.19038 -0.80721
F -1.04162 0.15094 -2.48270
B 0.26679 -0.21502 -2.96174
F 0.67465 -1.18778 -1.93118
F 1.05277 0.91227 -2.76168
F 0.28501 -0.74841 -4.19914

Calculated values
electronic energy: -2716.5269 Ha
<S²>: 2.03
ΔE to the lowest compared entry with this formula, charge and spin: 0.00 kcal/mol
2S+1: 3
E_HOMO (spin up / spin down): -2.5 / -5.9 eV
Kohn-Sham gap (spin up / spin down): 0.175 / 0.299 hartree
total charge: -1

---

Entry 3:
ORCA calculation (ωB97M-V/def2-TZVPD) on CH2Cl3Fe as an isolated structure at a distorted geometry.

Cartesian coordinates (Å):
Fe 0.11911 -2.46043 3.79779
Cl -0.79576 -1.73907 1.70427
C 0.26337 0.90199 -0.97810
Cl -1.19950 1.91442 -1.12783
Cl 0.15732 -0.57759 -2.09211
H 1.10691 1.50307 -1.31757
H 0.34855 0.45762 0.01355

Calculated values
electronic energy: -2682.7149 Ha
<S²>: 8.77
ΔE to the lowest compared entry with this formula, charge and spin: 17.16 kcal/mol
2S+1: 6
E_HOMO (spin up / spin down): -19.2 / -19.1 eV
Kohn-Sham gap (spin up / spin down): 0.306 / 0.199 hartree
total charge: +2

---

Entry 4:
ORCA calculation (ωB97M-V/def2-TZVPD) on one molecule with the formula C2HClN2O at a distorted geometry.

Cartesian coordinates (Å):
C 0.36881 0.21757 -0.22970
C 1.38780 0.13046 -1.10790
N 2.06242 1.50471 -1.04688
N 1.43222 2.16337 -0.24721
O 0.36919 1.45788 0.29908
Cl 1.82313 -1.27289 -1.84078
H -0.43951 -0.36829 0.11086

Calculated values
electronic energy: -721.6669 Ha
ΔE to the lowest compared entry with this formula, charge and spin: 54.38 kcal/mol
2S+1: 1
E_HOMO: -10.0 eV
Kohn-Sham gap: 0.395 hartree
SMILES string: Clc1conn1
total charge: 0

---

Entry 5:
ORCA calculation (ωB97M-V/def2-TZVPD) on a 15-piece molecular cluster, C3H35NO16 overall at a distorted geometry.

Cartesian coordinates (Å):
C -0.09560 0.03869 0.91480
N -0.34396 0.06621 -0.52731
C -0.53631 1.19934 -1.19418
O -0.58320 0.95644 -2.53330
O -0.57845 2.35261 -0.76136
C -1.27431 -0.38370 1.76805
H 0.25506 1.00833 1.24680
H 0.74122 -0.65041 1.06221
H -0.46570 -0.84504 -0.97892
H -0.75629 1.74320 -3.05682
H -0.96296 -1.00088 2.61433
H -1.87965 0.43603 2.13477
H -1.96012 -1.03246 1.23319
H -2.66047 2.55029 -1.75415
H -3.72832 1.87782 -0.89004
O -3.23336 1.78040 -1.73644
H -3.82394 0.43521 0.51753
H -3.44957 1.72340 1.34459
O -4.12404 1.33287 0.77496
H 2.37633 -0.78063 -0.71309
H 3.15152 0.13862 0.32140
O 2.90418 0.05436 -0.63415
H 3.53541 1.54941 1.50878
H 2.76685 0.96901 2.74007
O 3.34667 0.70870 1.98365
H 0.30278 -4.18173 2.47971
H 1.10292 -3.02806 1.88155
O 0.17814 -3.28968 2.13427
H -1.61262 -2.39339 -0.31662
H -0.62215 -3.19634 0.58129
O -0.91161 -3.05968 -0.35634
H -1.11194 2.60647 0.84495
H -1.59121 3.70451 1.83873
O -1.45633 2.75382 1.76205
H -1.07028 -2.68134 -2.62728
H -1.50430 -1.27835 -3.15671
O -0.80566 -1.75416 -2.68149
H 1.12641 0.81764 4.36922
H 0.80519 2.00523 3.46697
O 1.56076 1.54390 3.87782
H 2.30436 0.09646 -2.61649
H 0.81123 -0.12787 -3.00228
O 1.71990 -0.46172 -3.14915
H 2.48134 -2.43782 0.36255
H 2.98226 -1.67429 1.62745
O 2.65126 -2.53186 1.32792
H 0.68221 -2.64511 -1.05842
H 1.56714 -1.88830 -2.07782
O 1.61929 -2.34506 -1.19444
H 2.92099 1.89087 -0.39121
H 2.00835 2.97738 0.23875
O 2.92475 2.68048 0.18592
H -3.11295 -0.01226 -1.32806
H -4.16816 -1.09030 -1.16722
O -3.34280 -0.78904 -0.76869

Calculated values
electronic energy: -1394.0101 Ha
ΔE to the lowest compared entry with this formula, charge and spin: 10.07 kcal/mol
2S+1: 1
E_HOMO: -10.5 eV
Kohn-Sham gap: 0.385 hartree
total charge: 0

---

Entry 6:
ORCA calculation (ωB97M-V/def2-TZVPD) on C21H54AsF6N3O10 as an isolated structure at a distorted geometry.

Cartesian coordinates (Å):
C 0.47760 -2.41162 -4.85633
C -0.91634 -1.78489 -4.92261
N -2.00903 -2.69169 -4.52674
C -3.21106 -2.85450 -5.17584
C -3.94000 -3.70898 -4.42035
N -3.16729 -4.06084 -3.34453
C -1.99357 -3.44387 -3.44793
C -3.54333 -4.95339 -2.27119
H 0.60117 -3.10300 -4.02346
H 1.17600 -1.58862 -4.72490
H 0.71302 -2.97547 -5.75823
H -1.07798 -1.41936 -5.93102
H -0.97802 -0.98490 -4.18519
H -3.51990 -2.24985 -6.00835
H -4.95603 -4.04402 -4.52544
H -1.19567 -3.40317 -2.72461
H -3.04969 -5.91781 -2.37044
H -4.61787 -5.08576 -2.20256
H -3.24002 -4.51937 -1.31713
As -0.42188 -0.13797 -0.44867
F -2.06730 -0.11549 0.10462
F -0.14881 -1.59071 0.42169
F 1.24346 -0.16663 -0.88258
F -0.82100 1.29511 -1.33764
F 0.02558 0.84329 0.91324
F -0.86553 -0.98190 -1.91779
C -4.21953 2.46262 1.05104
C -4.86807 1.80262 -0.13904
O -6.27537 2.04127 0.01138
C -7.07982 1.18894 -0.60215
O -6.75257 0.23142 -1.26647
O -8.33645 1.55911 -0.37269
C -9.36296 0.64358 -0.75027
H -4.32567 1.82523 1.93168
H -4.65234 3.43472 1.30181
H -3.15791 2.71306 0.99883
H -4.66189 0.73446 -0.16054
H -4.49597 2.19916 -1.08579
H -10.24765 1.01801 -0.25105
H -9.09821 -0.35027 -0.38297
H -9.45515 0.57065 -1.83211
C 8.25550 3.34245 2.41871
O 6.91326 3.43032 1.98951
C 6.79316 3.61146 0.59346
C 5.47929 3.02531 0.11015
N 5.46376 1.58000 0.35643
C 4.13649 1.00532 0.36236
C 4.23826 -0.45178 0.77470
O 4.75751 -0.52256 2.08002
C 4.91390 -1.85674 2.50038
H 8.80058 2.59818 1.82672
H 8.24141 3.06164 3.46726
H 8.76052 4.30572 2.27450
H 7.60014 3.07648 0.07366
H 6.87366 4.66978 0.31823
H 5.53707 3.12221 -0.98145
H 4.60966 3.52674 0.54270
H 6.01961 1.33580 1.16263
H 3.69758 1.03387 -0.63576
H 3.49581 1.50222 1.10339
H 4.89151 -0.95202 0.03817
H 3.27808 -0.97810 0.72510
H 5.30052 -1.85957 3.51723
H 5.65608 -2.34788 1.85397
H 3.98337 -2.43347 2.46314
C 1.29922 3.60061 -0.26554
O 1.03039 4.58329 -1.26668
H 2.07746 4.00429 0.39091
H 0.42760 3.32389 0.32464
H 1.70972 2.68581 -0.69193
H 0.21773 5.03217 -1.02593
C 2.72800 -3.27600 -0.68738
O 2.80379 -4.71231 -0.76956
H 1.96468 -3.04014 0.05784
H 3.70494 -2.94342 -0.36645
H 2.39877 -2.83067 -1.62871
H 1.95193 -5.05791 -1.04469
C -1.41341 1.31022 3.72509
O -1.44136 1.24661 5.15112
H -2.32968 1.79389 3.38586
H -0.60682 1.89822 3.28610
H -1.35693 0.27716 3.36889
H -0.55064 1.04234 5.44862
C 2.00492 1.06514 3.78532
O 1.78381 2.10081 2.84671
H 2.96890 0.57314 3.59923
H 2.04714 1.54235 4.76234
H 1.26161 0.26441 3.71328
H 1.38620 1.74417 2.04519
C -4.36309 -1.75984 2.15735
O -3.85683 -1.35625 3.41312
H -3.54380 -2.04617 1.48687
H -5.10320 -2.54593 2.27389
H -4.84091 -0.92265 1.63111
H -3.56389 -0.44182 3.39046

Calculated values
electronic energy: -4584.1580 Ha
2S+1: 1
E_HOMO: -7.8 eV
Kohn-Sham gap: 0.267 hartree
total charge: 0

---

Entry 7:
ORCA calculation (ωB97M-V/def2-TZVPD) on a 2-piece molecular cluster, C6H16O2 overall at a distorted geometry.

Cartesian coordinates (Å):
C -1.89004 0.88714 -1.12603
O -1.48446 2.23364 -0.81849
C -1.76879 -0.04588 0.08860
C -0.65693 0.29337 1.05574
C 0.78634 -0.02039 0.61263
C 1.76261 0.55663 1.63925
C 0.97955 -1.54919 0.58677
H -1.11509 0.59832 -1.82719
H -2.92495 0.98181 -1.42401
H -2.11532 2.68739 -0.26353
H -1.62059 -1.04189 -0.37286
H -2.62622 -0.06447 0.75524
H -0.75222 1.30535 1.46991
H -0.81542 -0.29176 1.98365
H 0.99695 0.48088 -0.33982
H 2.72183 0.03380 1.64919
H 1.32872 0.35466 2.63630
H 2.10318 1.58445 1.56316
H 1.85951 -1.81107 1.18740
H 1.28224 -1.91880 -0.40109
H 0.18235 -2.17880 1.00288
H 1.59220 -0.76105 -2.55763
H 0.69634 -0.99910 -3.76220
O 1.47822 -1.31504 -3.33786

Calculated values
electronic energy: -388.6481 Ha
ΔE to the lowest compared entry with this formula, charge and spin: 20.45 kcal/mol
2S+1: 1
E_HOMO: -10.3 eV
Kohn-Sham gap: 0.407 hartree
SMILES string: CC(C)CCCO.O
total charge: 0

---

Entry 8:
ORCA calculation (ωB97M-V/def2-TZVPD) on a 2-piece molecular cluster, C2H3FO2S overall at a distorted geometry.

Cartesian coordinates (Å):
C -1.16915 -1.19650 0.08869
C 0.62806 0.31136 -0.07213
O -0.74193 -3.78310 -0.24504
O 1.00116 -2.28571 -1.01276
F 1.34607 0.07134 1.04831
S -0.15814 -2.46469 -0.16359
H -1.62389 -1.20127 0.99578
H 0.35686 1.35952 -0.17821
H 1.01995 -0.42193 -0.76264

Calculated values
electronic energy: -726.3163 Ha
ΔE to the lowest compared entry with this formula, charge and spin: 135.40 kcal/mol
2S+1: 1
E_HOMO: -9.8 eV
Kohn-Sham gap: 0.314 hartree
total charge: 0

---

Among the records above, which one has the lowest total charge? C25H21BrN4OPS2Se2Ti

---

Which value of electronic energy does entry 8 give? -726.3163 Ha

---

Which formula does entry 7 have? C6H16O2